Entry a
{
  "formula": "C3H12N2O",
  "method": "ωB97M-V with the def2-TZVPD basis set",
  "orbital_gap_ev": 8.43,
  "lumo_energy_ev": 0.637,
  "homo_ev": -7.792,
  "elements": ["C", "C", "N", "O", "H", "H", "H", "H", "H", "H", "H", "C", "N", "H", "H", "H", "H", "H"],
  "xyz": [[-0.990, 0.771, -0.714], [0.703, -1.251, -1.718], [0.760, 0.169, -1.459], [-1.749, 0.873, 0.420], [-1.866, 1.790, 0.702], [0.740, 0.639, -2.365], [-1.409, -0.061, -1.269], [-0.962, 1.720, -1.245], [1.021, -1.794, -0.822], [1.346, -1.548, -2.559], [-0.314, -1.626, -1.966], [0.170, -0.357, 2.218], [0.701, 0.660, 1.334], [0.556, 1.630, 1.601], [1.184, 0.332, 0.458], [-0.608, 0.027, 2.885], [-0.225, -1.188, 1.631], [0.941, -0.787, 2.867]]
}



Entry b
{
  "formula": "C3H12N2O",
  "method": "ωB97M-V with the def2-TZVPD basis set",
  "smiles": "CCO.NCN",
  "orbital_gap_ev": 9.36,
  "lumo_energy_ev": 1.002,
  "homo_ev": -8.355,
  "elements": ["C", "C", "O", "H", "H", "H", "H", "H", "H", "N", "C", "N", "H", "H", "H", "H", "H", "H"],
  "xyz": [[1.899, 0.340, 4.031], [1.329, 1.604, 3.595], [2.319, 2.445, 2.942], [1.377, -0.570, 3.731], [2.898, 0.153, 3.779], [1.863, 0.368, 5.248], [0.769, 2.275, 4.261], [0.753, 1.416, 2.727], [2.753, 3.129, 3.358], [-2.011, -1.840, -4.693], [-1.301, -1.159, -3.617], [-2.176, -1.280, -2.398], [-2.215, -2.812, -4.642], [-2.773, -1.269, -5.112], [-0.398, -1.757, -3.287], [-0.928, -0.158, -3.916], [-3.085, -1.503, -2.664], [-1.811, -1.713, -1.427]]
}



Entry c
{
  "formula": "C3H12N2O",
  "method": "ωB97M-V with the def2-TZVPD basis set",
  "orbital_gap_ev": 8.26,
  "lumo_energy_ev": -0.677,
  "homo_ev": -8.932,
  "elements": ["N", "C", "C", "C", "N", "H", "H", "H", "H", "H", "H", "H", "H", "H", "H", "H", "H", "O"],
  "xyz": [[-1.213, 0.418, 0.695], [0.621, -0.271, 0.232], [1.642, -0.448, 1.338], [1.141, 0.439, -0.981], [0.107, 0.469, -2.005], [-1.873, 1.195, 0.797], [0.151, -1.213, -0.012], [-0.151, 0.577, 0.796], [2.475, -0.932, 0.827], [1.989, 0.541, 1.641], [1.261, -1.015, 2.175], [2.023, -0.099, -1.357], [1.549, 1.448, -0.827], [-0.767, 0.701, -1.533], [0.248, 1.198, -2.692], [-2.423, -0.767, 0.682], [-3.536, -0.927, -0.305], [-3.243, -1.314, 0.528]]
}



Energies relative to the most stable structure, in kJ/mol: entry a 177.8; entry b 0.0; entry c 280.6.



Entry a
{
  "formula": "C3H12N2O",
  "method": "ωB97M-V with the def2-TZVPD basis set",
  "smiles": "C[C@H](N)CN.O",
  "orbital_gap_ev": 9.25,
  "lumo_energy_ev": 1.005,
  "homo_ev": -8.241,
  "elements": ["C", "C", "N", "C", "N", "H", "H", "H", "H", "H", "H", "H", "H", "H", "H", "O", "H", "H"],
  "xyz": [[-0.705, 0.191, -0.738], [0.402, 1.152, -0.181], [0.264, 2.533, -0.696], [1.767, 0.644, -0.595], [2.895, 1.405, -0.118], [-0.585, -0.267, -1.741], [-0.678, -0.733, -0.174], [-1.703, 0.652, -0.701], [0.164, 1.190, 0.882], [-0.595, 2.896, -0.324], [0.461, 2.645, -1.681], [1.925, 0.448, -1.668], [1.898, -0.391, -0.205], [3.854, 1.037, -0.074], [2.810, 2.176, 0.516], [-3.956, -4.850, 2.672], [-3.536, -5.710, 2.777], [-4.683, -5.016, 2.048]]
}



Entry b
{
  "formula": "C3H12N2O",
  "method": "ωB97M-V with the def2-TZVPD basis set",
  "smiles": "C=C.NCO.N",
  "orbital_gap_ev": 10.63,
  "lumo_energy_ev": 0.703,
  "homo_ev": -9.928,
  "elements": ["C", "C", "H", "H", "H", "H", "N", "C", "O", "H", "H", "H", "H", "H", "N", "H", "H", "H"],
  "xyz": [[-3.935, 0.479, 1.244], [-2.624, 0.652, 1.371], [-4.529, 0.034, 2.031], [-4.390, 0.695, 0.284], [-2.141, 0.737, 2.336], [-2.005, 0.765, 0.506], [1.887, -0.462, 0.335], [2.962, 0.451, 0.786], [4.209, -0.049, 0.467], [1.061, -0.193, 0.856], [1.720, -0.238, -0.640], [2.786, 0.602, 1.857], [2.820, 1.416, 0.290], [4.093, -1.009, 0.460], [-0.304, -0.714, -3.052], [-1.101, -0.676, -3.682], [0.133, -1.586, -3.336], [-0.642, -0.904, -2.114]]
}



Entry c
{
  "formula": "C3H12N2O",
  "method": "ωB97M-V with the def2-TZVPD basis set",
  "smiles": "NCCCN.O",
  "orbital_gap_ev": 10.53,
  "lumo_energy_ev": 0.977,
  "homo_ev": -9.550,
  "elements": ["N", "C", "C", "C", "N", "H", "H", "H", "H", "H", "H", "H", "H", "H", "H", "O", "H", "H"],
  "xyz": [[1.490, -0.399, -1.154], [0.519, -0.704, -0.051], [-0.763, 0.063, -0.281], [-1.896, -0.486, 0.617], [-3.072, 0.331, 0.392], [0.943, -0.532, -1.998], [2.187, -1.137, -1.203], [0.978, -0.346, 0.872], [0.394, -1.786, 0.039], [-0.694, 1.139, -0.116], [-1.193, 0.007, -1.288], [-1.586, -0.578, 1.667], [-2.073, -1.513, 0.265], [-3.964, 0.048, 0.791], [-2.909, 1.208, 0.893], [3.165, 1.125, 0.457], [2.395, 1.043, -0.140], [3.825, 0.684, -0.078]]
}



Energies relative to the most stable structure, in kJ/mol: entry a 52.8; entry b 117.3; entry c 0.0.



Entry a
{
  "formula": "C9H11N3",
  "method": "ωB97M-V with the def2-TZVPD basis set",
  "orbital_gap_ev": 8.63,
  "lumo_energy_ev": 0.583,
  "homo_ev": -8.044,
  "elements": ["C", "C", "C", "C", "C", "C", "C", "C", "C", "H", "H", "H", "H", "H", "H", "H", "H", "H", "H", "H", "N", "N", "N"],
  "xyz": [[3.585, -1.019, 0.053], [2.204, -0.557, 0.205], [2.096, 0.852, -0.151], [0.960, 1.436, -0.239], [-0.318, 0.837, -0.075], [-1.498, 1.799, 0.095], [-2.461, -0.630, -0.043], [-0.241, -0.524, -0.191], [0.997, -1.178, -0.081], [3.809, -1.251, -1.117], [3.967, -1.977, 0.981], [4.217, 0.210, 0.112], [3.194, 1.230, -0.210], [1.095, 2.507, -0.641], [-1.723, 2.808, -0.682], [-1.673, 2.095, 1.370], [-3.648, 1.135, 0.422], [-4.051, -1.226, 0.790], [-3.621, -2.358, -0.410], [0.960, -2.296, 0.033], [-2.714, 0.676, 0.090], [-3.708, -1.249, -0.297], [-1.428, -1.320, -0.013]]
}



Entry b
{
  "formula": "C9H11N3",
  "method": "ωB97M-V with the def2-TZVPD basis set",
  "orbital_gap_ev": [8.84, 7.25],
  "lumo_energy_ev": [0.082, -0.203],
  "homo_ev": [-8.763, -7.457],
  "elements": ["C", "C", "C", "C", "C", "C", "C", "C", "C", "N", "N", "N", "H", "H", "H", "H", "H", "H", "H", "H", "H", "H", "H"],
  "xyz": [[-2.239, -2.164, -0.049], [-1.530, -1.127, -0.615], [-0.388, -2.043, 0.988], [-0.700, 2.507, 0.031], [-0.471, 1.749, -1.086], [0.035, 2.328, 1.301], [0.712, 0.791, -1.210], [0.798, -0.246, -0.136], [2.116, -0.881, 0.247], [-1.502, -2.701, 0.974], [0.872, 1.445, 1.609], [-0.348, -1.070, 0.036], [-3.287, -2.576, -0.143], [-1.883, -0.546, -1.490], [0.525, -2.343, 1.638], [-1.458, 3.227, 0.144], [-1.045, 1.835, -1.981], [-0.159, 3.261, 2.058], [0.655, 0.235, -2.174], [1.716, 1.472, -1.177], [2.584, -1.365, -0.555], [2.054, -1.641, 1.145], [2.944, -0.147, 0.444]]
}



Energies relative to the most stable structure, in kJ/mol: entry a 182.4; entry b 0.0.



Entry a
{
  "formula": "C17H27NO2",
  "method": "ωB97M-V with the def2-TZVPD basis set",
  "smiles": "CCOc1cccc(OCCCCN2CCCCC2)c1",
  "orbital_gap_ev": 9.15,
  "lumo_energy_ev": 0.970,
  "homo_ev": -8.184,
  "elements": ["C", "C", "O", "C", "C", "C", "C", "C", "O", "C", "C", "C", "C", "N", "C", "C", "C", "C", "C", "C", "H", "H", "H", "H", "H", "H", "H", "H", "H", "H", "H", "H", "H", "H", "H", "H", "H", "H", "H", "H", "H", "H", "H", "H", "H", "H", "H"],
  "xyz": [[3.588, 6.848, 0.790], [3.872, 5.483, 0.182], [2.753, 4.658, 0.435], [2.762, 3.377, -0.025], [3.801, 2.790, -0.733], [3.677, 1.470, -1.144], [2.548, 0.737, -0.863], [1.498, 1.324, -0.149], [0.424, 0.528, 0.084], [-0.678, 1.050, 0.799], [-1.720, -0.057, 0.919], [-1.222, -1.208, 1.790], [-2.145, -2.423, 1.689], [-2.372, -2.836, 0.316], [-3.517, -3.720, 0.195], [-3.848, -3.955, -1.276], [-2.651, -4.575, -1.987], [-1.439, -3.675, -1.780], [-1.202, -3.445, -0.291], [1.611, 2.641, 0.266], [3.419, 6.749, 1.859], [4.431, 7.511, 0.621], [2.698, 7.277, 0.338], [4.036, 5.577, -0.900], [4.773, 5.046, 0.636], [4.700, 3.336, -0.969], [4.486, 1.014, -1.696], [2.446, -0.288, -1.182], [-0.357, 1.381, 1.797], [-1.100, 1.911, 0.263], [-2.638, 0.361, 1.335], [-1.936, -0.448, -0.075], [-1.172, -0.895, 2.835], [-0.212, -1.471, 1.476], [-3.118, -2.152, 2.111], [-1.732, -3.247, 2.301], [-4.370, -3.248, 0.690], [-3.331, -4.693, 0.690], [-4.088, -2.997, -1.738], [-4.722, -4.605, -1.353], [-2.861, -4.696, -3.052], [-2.449, -5.564, -1.568], [-1.618, -2.710, -2.259], [-0.548, -4.120, -2.226], [-0.353, -2.772, -0.165], [-0.956, -4.408, 0.197], [0.832, 3.140, 0.817]]
}



Entry b
{
  "formula": "C17H27NO2",
  "method": "ωB97M-V with the def2-TZVPD basis set",
  "smiles": "Cc1cccc(OCCCCCN2CCOCC2)c1C",
  "orbital_gap_ev": 9.21,
  "lumo_energy_ev": 0.905,
  "homo_ev": -8.309,
  "elements": ["C", "C", "C", "C", "C", "C", "O", "C", "C", "C", "C", "C", "N", "C", "C", "O", "C", "C", "C", "C", "H", "H", "H", "H", "H", "H", "H", "H", "H", "H", "H", "H", "H", "H", "H", "H", "H", "H", "H", "H", "H", "H", "H", "H", "H", "H", "H"],
  "xyz": [[5.869, 2.567, -0.146], [5.379, 1.164, 0.053], [6.230, 0.197, 0.573], [5.787, -1.096, 0.759], [4.489, -1.445, 0.430], [3.625, -0.490, -0.090], [2.329, -0.743, -0.440], [1.803, -2.036, -0.246], [0.338, -2.008, -0.675], [-0.499, -1.112, 0.234], [-1.946, -1.012, -0.240], [-2.774, -0.126, 0.688], [-4.061, 0.220, 0.110], [-4.686, 1.339, 0.795], [-5.976, 1.717, 0.069], [-6.876, 0.635, 0.022], [-6.278, -0.468, -0.617], [-4.991, -0.897, 0.088], [4.070, 0.827, -0.284], [3.137, 1.857, -0.848], [5.808, 2.849, -1.197], [5.259, 3.271, 0.420], [6.901, 2.662, 0.179], [7.244, 0.462, 0.833], [6.452, -1.846, 1.163], [4.162, -2.462, 0.582], [1.878, -2.325, 0.812], [2.358, -2.768, -0.851], [0.286, -1.636, -1.700], [-0.051, -3.028, -0.660], [-0.050, -0.118, 0.253], [-0.476, -1.508, 1.252], [-1.979, -0.585, -1.243], [-2.373, -2.016, -0.287], [-2.231, 0.810, 0.845], [-2.889, -0.616, 1.672], [-4.001, 2.190, 0.781], [-4.921, 1.091, 1.846], [-6.493, 2.523, 0.593], [-5.730, 2.040, -0.953], [-7.015, -1.272, -0.597], [-6.043, -0.210, -1.661], [-4.546, -1.726, -0.462], [-5.233, -1.237, 1.112], [3.551, 2.291, -1.757], [2.178, 1.406, -1.080], [2.983, 2.665, -0.133]]
}



Energies relative to the most stable structure, in kJ/mol: entry a 0.0; entry b 12.0.